This record from OMol25 describes an isolated molecule of C5H13NSi in a non-equilibrium geometry. The level of theory is ωB97M-V with the def2-TZVPD basis set.

```
20
Properties=species:S:1:pos:R:3
H -2.2174 -1.7839 -0.8858
H 3.0759 0.6237 -1.0479
H -2.0565 -1.4354 0.9655
C -2.2159 0.3824 -0.2977
H 0.5717 -1.5820 1.8137
H 2.1758 -2.1079 1.1165
C -1.2432 1.3679 0.4344
H -1.5498 2.3930 0.2196
C 2.2828 0.0120 -1.5205
H -1.4385 1.4738 1.5767
H 2.8295 -0.9014 -1.8102
Si 0.8721 -0.3528 -0.1902
C -1.8733 -1.0295 -0.1151
H 2.0988 -0.6178 1.9794
C 1.5604 -1.2411 1.2983
H -2.2735 0.6215 -1.3597
H 1.7875 0.4789 -2.4619
N 0.1060 1.1701 -0.0604
H 0.7365 1.9310 0.1660
H -3.2287 0.5976 0.1792
```

Properties
E_tot: -14761.5040 eV

This record from OMol25 describes a cluster of 2 separate species, C5H13O in total in a non-equilibrium geometry. The level of theory is ωB97M-V with the def2-TZVPD basis set.

```
19
Properties=species:S:1:pos:R:3
H 2.5215 1.6822 -0.6594
C -0.4369 0.3408 1.4970
H 1.4674 0.5820 -1.5914
C 0.5627 2.4796 -1.2291
H -1.7680 -0.7953 -0.1882
O 0.1385 -1.1041 1.5363
H -1.8278 -2.6498 -0.4553
H -0.2996 2.2483 -1.8161
H 0.7349 -2.6139 0.2647
H -0.3918 -1.5877 2.2303
C -1.2118 -1.6856 -0.4854
H 0.8483 -1.0875 -0.3932
H 0.1097 1.0428 0.9632
C 0.1443 -1.6906 0.1459
C 1.5868 1.6646 -1.2509
H 0.5634 3.4793 -0.8546
H -0.8784 -1.4256 -1.5507
H -1.4935 0.3125 1.2840
H -0.3697 0.8080 2.5529
```

Properties
charge: +1
E_tot: -7432.9539 eV

This record from OMol25 describes a cluster of 2 separate species, C5H13O2 in total in a non-equilibrium geometry. The level of theory is ωB97M-V with the def2-TZVPD basis set.

```
20
Properties=species:S:1:pos:R:3
C -0.4374 -0.3702 -0.3611
H 0.3969 0.3287 -0.6638
H -0.3890 -2.5797 -0.2998
C -1.4320 -0.2631 -1.5320
H -1.4002 -0.4712 1.6507
C -0.8023 0.0686 0.9614
H 2.0098 2.6926 -1.2332
H 0.9400 -1.7636 -1.0763
O 1.0047 1.5104 1.2223
H 0.0065 0.8668 2.8812
C 0.2861 -1.7542 -0.2622
H -1.4549 1.0022 0.9439
H -1.0230 -0.5153 -2.5270
H 1.1127 -0.4023 2.0213
H -2.1149 -1.0529 -1.2489
H 0.9534 -1.8963 0.7169
O 2.3421 1.7759 -1.1210
C 0.3922 0.4704 1.8433
H 1.6666 1.6623 -0.3444
H -2.0573 0.6909 -1.5713
```

Properties
charge: -1
E_tot: -9489.8000 eV

This record from OMol25 describes a cluster of 3 separate species, C5H13O3 in total in a non-equilibrium geometry. The level of theory is ωB97M-V with the def2-TZVPD basis set.

```
21
Properties=species:S:1:pos:R:3
H -1.3697 1.6366 1.5207
H 2.4058 -1.2221 -0.5034
C -0.1594 2.0605 -0.1449
H -2.7852 0.0109 0.4830
C -1.3440 -1.0983 -0.5689
H -2.2232 0.7729 -0.9638
H 0.5706 3.9426 -0.5487
H -0.5457 -0.9779 -1.3217
O 1.3965 -1.5572 0.8076
O -0.9883 -1.9791 0.4333
O 2.9014 -1.0573 -1.3527
H 0.0992 -1.7597 0.5944
C 0.0338 3.3380 0.1644
C -0.8755 1.0648 0.7335
H 0.2200 1.6110 -1.0624
H 2.9265 -1.9504 -1.7323
H -2.1417 -1.5269 -1.2066
C -1.8740 0.2448 -0.0705
H 1.5858 -1.3141 1.7211
H -0.1885 3.6600 1.1715
H -0.1423 0.3942 1.1881
```

Properties
charge: -1
E_tot: -11538.5425 eV

This record from OMol25 describes an isolated molecule of C5H13O3P in a non-equilibrium geometry. The level of theory is ωB97M-V with the def2-TZVPD basis set.

```
22
Properties=species:S:1:pos:R:3
H 1.0795 0.6082 -2.5171
H -0.1917 -1.8946 0.4924
H 0.7281 2.1258 -1.4778
C 2.3944 -1.2934 0.6671
O -1.1689 0.4729 -1.0068
H -3.2417 0.4283 -0.9570
O 1.6580 -1.5955 -0.4505
H 3.3892 -0.9660 0.3308
H -0.7703 1.8351 2.4209
H -2.1773 -0.3143 0.4161
C -0.7332 1.8751 1.3550
H 2.5750 -2.2099 1.3726
H -2.5124 -1.2992 -1.0447
P 1.4277 0.9541 -1.2007
C 0.2783 -1.4428 -0.3197
C -0.0337 0.1249 -0.2709
O -0.0654 0.6129 1.1234
H -0.2790 -1.8577 -1.2562
H 0.0130 2.6114 0.9596
H 1.7872 -0.6295 1.1439
C -2.4323 -0.2484 -0.6217
H -1.7245 2.1024 0.8413
```

Properties
SMILES: COCC(P)(OC)OC
E_tot: -20823.2754 eV

This record from OMol25 describes a structure of composition C5H13O3Pb in a non-equilibrium geometry. The level of theory is ωB97M-V with the def2-TZVPD basis set.

```
22
Properties=species:S:1:pos:R:3
H -2.3881 0.3153 0.1458
O -0.2607 0.3819 -1.6427
H -3.5167 -0.0352 -1.1950
H -3.4691 3.5452 -1.1363
O -2.5120 1.7655 -1.3248
H -1.7647 -0.5427 -2.7119
C -2.5367 0.4122 -0.9458
H 3.2679 0.4864 0.4035
H 1.7052 0.2612 -1.7571
C -3.6055 2.4991 -0.8365
Pb 0.9975 -0.5477 1.0020
C 3.9205 -1.4277 -0.1010
H 3.7128 -2.3271 0.4871
H -3.6602 2.4545 0.2653
C 0.8937 -0.3560 -1.3386
O 2.9636 -0.4159 0.2257
H -1.3182 -1.3307 -1.1679
H -4.5562 2.1211 -1.2514
H 0.9125 -1.3702 -1.7802
C -1.4544 -0.3515 -1.6675
H 4.9141 -1.0652 0.1768
H 3.7464 -1.7185 -1.1437
```

Properties
charge: +1
E_tot: -16775.4919 eV